(1)
DFT (wB97M-V/def2-TZVPD) results for a 2-piece molecular cluster, C24H39ClN2O2 overall.

CARTESIAN COORDINATES (ANGSTROEM)
O  -1.942  3.980  0.189
C  -0.764  4.668  -0.208
C  0.349  3.692  -0.633
C  0.469  2.478  0.286
N  0.975  1.288  -0.369
C  0.546  0.819  -1.527
C  1.312  -0.353  -1.937
Cl  2.726  0.326  -2.989
C  1.888  -0.858  -0.619
C  1.999  0.424  0.226
C  3.376  1.026  0.478
C  4.138  0.204  1.522
C  5.323  0.914  2.139
C  5.832  0.440  3.343
C  6.909  1.056  3.959
C  7.497  2.167  3.369
C  7.011  2.642  2.165
C  5.935  2.017  1.551
H  -2.108  4.132  1.121
H  -1.026  5.262  -1.084
H  -0.396  5.334  0.573
H  0.182  3.407  -1.670
H  1.301  4.226  -0.613
H  1.191  2.715  1.070
H  -0.472  2.236  0.790
H  -0.254  1.295  -2.073
H  0.842  -1.063  -2.604
H  1.107  -1.476  -0.174
H  2.811  -1.416  -0.743
H  1.617  0.160  1.225
H  3.299  2.069  0.787
H  3.946  0.984  -0.454
H  4.481  -0.721  1.050
H  3.459  -0.074  2.333
H  5.381  -0.429  3.809
H  7.280  0.664  4.897
H  8.331  2.664  3.846
H  7.475  3.503  1.702
H  5.573  2.391  0.601
C  -5.199  -3.792  -1.776
C  -4.157  -3.383  -0.720
C  -2.758  -3.444  -1.346
C  -2.456  -2.339  -2.367
C  -3.233  -1.042  -2.086
C  -3.692  -0.879  -0.635
N  -4.509  -2.021  -0.258
O  -4.991  -1.945  0.976
C  -4.565  0.374  -0.559
C  -2.484  -0.684  0.287
C  -4.204  -4.386  0.421
H  -6.196  -3.769  -1.336
H  -5.009  -4.804  -2.148
H  -5.192  -3.110  -2.628
H  -2.019  -3.400  -0.542
H  -2.624  -4.424  -1.811
H  -1.380  -2.141  -2.356
H  -2.683  -2.683  -3.378
H  -2.625  -0.178  -2.369
H  -4.118  -1.002  -2.725
H  -5.474  0.234  -1.145
H  -4.023  1.237  -0.956
H  -4.850  0.585  0.469
H  -1.918  0.204  -0.037
H  -1.803  -1.536  0.270
H  -2.802  -0.530  1.318
H  -3.969  -5.379  0.028
H  -5.188  -4.420  0.881
H  -3.478  -4.139  1.196

- LUMO energy (eV) = -1.8
- Kohn-Sham gap (Ha) = 0.085
- calculated total energy (Eh) = -1657.8696
- E_HOMO (eV) = -4.06

---

(2)
DFT (wB97M-V/def2-TZVPD) results for a 8-piece molecular cluster, C24H39F3O24 overall.

CARTESIAN COORDINATES (ANGSTROEM)
C  -2.800  -4.562  -3.307
C  -1.753  -3.942  -2.305
O  -2.125  -4.674  -1.179
C  -3.447  -5.091  -1.310
O  -4.059  -5.615  -0.366
O  -3.942  -4.796  -2.517
F  -2.036  -2.623  -2.107
H  -2.316  -5.482  -3.637
H  -2.935  -3.994  -4.228
H  -0.754  -4.052  -2.728
C  1.940  8.200  -1.273
C  1.494  7.344  -2.463
O  0.133  7.711  -2.536
C  -0.306  8.306  -1.503
O  -1.483  8.450  -1.245
O  0.688  8.539  -0.706
F  1.627  6.065  -2.011
H  2.368  9.162  -1.552
H  2.561  7.735  -0.508
H  2.104  7.378  -3.366
C  0.354  -6.047  4.126
C  0.797  -4.765  4.756
O  0.010  -3.895  4.062
C  -0.151  -4.348  2.812
O  -0.649  -3.745  1.940
O  0.156  -5.688  2.792
F  2.097  -4.508  4.461
H  -0.514  -6.413  4.674
H  1.078  -6.860  4.188
H  0.599  -4.672  5.824
C  2.276  2.284  2.853
O  0.850  1.963  2.612
C  0.240  0.872  3.119
O  0.790  -0.039  3.768
O  -1.076  0.959  2.957
C  -1.984  -0.082  3.075
H  2.906  1.718  3.539
H  2.306  3.316  3.202
H  2.583  2.250  1.808
H  -2.099  -0.378  4.118
H  -1.868  -0.955  2.432
H  -2.997  0.241  2.836
C  -5.603  -2.645  -0.362
O  -4.731  -1.604  0.095
C  -4.525  -0.457  -0.542
O  -4.855  -0.098  -1.664
O  -3.731  0.335  0.259
C  -3.067  1.489  -0.219
H  -6.641  -2.316  -0.418
H  -5.630  -3.507  0.304
H  -5.283  -2.971  -1.351
H  -2.248  1.738  0.455
H  -3.703  2.350  -0.426
H  -2.532  1.208  -1.126
C  0.185  2.318  -4.223
O  -0.344  3.240  -3.273
C  -1.185  4.179  -3.641
O  -1.392  4.556  -4.819
O  -1.749  4.628  -2.545
C  -2.842  5.501  -2.591
H  1.266  2.190  -4.162
H  -0.129  2.624  -5.221
H  -0.254  1.350  -3.979
H  -2.575  6.496  -2.236
H  -3.686  5.068  -2.054
H  -3.129  5.592  -3.639
C  7.661  -4.793  1.234
O  6.259  -4.499  0.869
C  5.633  -3.531  1.504
O  6.060  -3.011  2.550
O  4.413  -3.362  0.896
C  3.348  -2.660  1.477
H  7.602  -5.526  2.039
H  8.275  -3.956  1.566
H  8.161  -5.306  0.412
H  2.939  -3.324  2.238
H  2.545  -2.563  0.747
H  3.522  -1.627  1.777
C  -0.297  -1.323  0.075
O  -0.118  0.025  0.004
C  1.131  0.536  -0.328
O  2.183  -0.081  -0.318
O  0.868  1.838  -0.528
C  1.919  2.726  -0.950
H  -1.387  -1.291  0.074
H  0.158  -1.731  0.978
H  0.265  -1.872  -0.680
H  2.799  2.799  -0.311
H  1.523  3.718  -1.170
H  2.256  2.285  -1.888

- LUMO energy (eV) = 0.4
- Kohn-Sham gap (Ha) = 0.387
- relative energy (zero: lowest compared OMol25 entry of this formula, charge and spin) (kcal per mole) = 89.6
- calculated total energy (Eh) = -3043.2018
- SMILES string = O=C1OC[C@@H](F)O1.O=C1OC[C@@H](F)O1.O=C1OC[C@@H](F)O1.COC(=O)OC.COC(=O)OC.COC(=O)OC.COC(=O)OC.COC(=O)OC
- E_HOMO (eV) = -10.15

---

(3)
DFT (wB97M-V/def2-TZVPD) results for C24H39F4HgN12S as an isolated structure.

CARTESIAN COORDINATES (ANGSTROEM)
Hg  0.707  -1.090  1.663
C  -0.617  -1.372  -1.878
N  0.515  -1.916  -1.153
C  0.396  -3.360  -1.027
C  1.761  -1.516  -1.797
C  3.011  -2.065  -1.125
N  3.180  -1.531  0.209
C  4.043  -2.084  1.076
C  4.263  -1.414  2.313
F  3.608  -0.258  2.525
C  5.063  -1.904  3.313
F  5.173  -1.220  4.463
C  5.773  -3.082  3.164
C  5.637  -3.733  1.954
F  6.315  -4.875  1.754
C  4.822  -3.267  0.945
F  4.786  -4.003  -0.190
H  -0.533  -1.616  -2.948
H  -0.259  0.367  -0.824
H  -1.529  -1.823  -1.471
H  0.485  -3.872  -1.997
H  -0.573  -3.601  -0.588
H  1.166  -3.733  -0.353
H  1.799  -0.426  -1.799
H  1.767  -1.866  -2.845
H  3.860  -1.734  -1.740
H  2.997  -3.154  -1.179
H  6.394  -3.479  3.952
C  -4.258  1.207  4.190
N  -3.024  1.103  3.441
C  -2.301  2.354  3.328
C  -2.647  0.045  2.647
N  -1.832  0.093  1.669
N  -3.252  -1.179  2.953
C  -2.708  -2.441  2.769
N  -3.694  -3.417  2.710
N  -1.458  -2.659  2.779
H  -4.052  1.402  5.246
H  -4.865  0.308  4.134
H  -4.862  2.034  3.806
H  -2.341  2.863  4.293
H  -2.729  3.014  2.565
H  -1.259  2.172  3.080
H  -1.462  1.016  1.462
H  -4.114  -1.177  3.464
H  -4.578  -3.155  2.307
H  -3.383  -4.340  2.462
H  -1.206  -3.628  2.622
C  0.236  5.568  3.130
C  -0.060  5.166  1.682
C  0.631  3.909  1.272
N  0.074  2.764  1.137
N  0.892  1.771  0.695
C  2.116  2.173  0.466
N  3.103  1.447  -0.074
S  2.333  3.886  0.838
H  -0.160  6.563  3.331
H  1.311  5.588  3.312
H  -0.221  4.866  3.827
H  0.262  5.965  1.011
H  -1.131  5.013  1.547
H  3.081  0.409  0.026
H  4.025  1.846  -0.029
N  -0.642  0.082  -1.717
C  -1.067  1.072  -2.492
N  -1.739  0.842  -3.618
C  -1.973  1.973  -4.508
C  -1.274  1.743  -5.849
C  -1.724  0.426  -6.485
C  -1.542  -0.726  -5.495
C  -2.281  -0.390  -4.201
H  -1.590  2.864  -4.020
H  -3.052  2.095  -4.672
H  -0.194  1.713  -5.677
H  -1.485  2.577  -6.522
H  -1.152  0.233  -7.395
H  -2.782  0.493  -6.760
H  -0.479  -0.849  -5.270
H  -1.918  -1.660  -5.918
H  -2.250  -1.205  -3.484
H  -3.336  -0.206  -4.435

- LUMO energy (spin up / spin down) (eV) = 0.3 / -1.3
- Kohn-Sham gap (spin up / spin down) (Ha) = 0.256 / 0.186
- relative energy (zero: lowest compared OMol25 entry of this formula, charge and spin) (kcal per mole) = 37.7
- calculated total energy (Eh) = -2545.9428
- E_HOMO (spin up / spin down) (eV) = -6.65 / -6.41
- 2S+1 = 2

---

(4)
DFT (wB97M-V/def2-TZVPD) results for a 2-piece molecular cluster, C24H39FN2O2 overall.

CARTESIAN COORDINATES (ANGSTROEM)
C  3.382  0.414  1.655
C  2.089  1.371  2.124
C  2.022  1.143  3.780
C  0.786  0.721  1.398
C  -0.353  1.748  0.854
F  -0.776  1.224  -0.499
C  -1.737  1.807  1.743
C  -3.118  2.216  0.895
C  -4.544  2.320  1.710
C  -4.676  2.054  3.338
C  -3.331  1.621  4.176
C  -1.885  1.499  3.344
C  0.126  3.291  0.601
C  1.318  3.732  1.635
C  1.959  5.140  0.994
C  0.704  4.197  3.109
N  2.469  2.767  1.719
O  3.290  2.816  0.656
H  4.399  0.833  2.080
H  3.396  0.213  0.497
H  3.185  -0.651  2.159
H  1.131  1.707  4.286
H  3.082  1.404  4.199
H  1.858  -0.020  3.991
H  0.321  -0.097  2.129
H  1.179  0.096  0.459
H  -3.104  2.420  -0.265
H  -5.520  2.621  1.133
H  -5.687  2.162  3.921
H  -3.326  1.408  5.337
H  -0.958  1.173  3.979
H  -0.813  3.988  0.759
H  0.525  3.382  -0.520
H  2.112  5.016  -0.180
H  1.206  6.054  1.134
H  3.007  5.337  1.515
H  -0.409  3.868  3.262
H  1.418  3.865  4.007
H  0.699  5.390  3.156
C  -2.372  -3.198  -3.048
C  -1.194  -2.282  -2.595
C  -0.417  -1.683  -3.806
C  0.603  -2.607  -4.453
C  1.517  -3.228  -3.403
C  0.716  -3.952  -2.292
N  -0.322  -3.062  -1.657
O  0.356  -2.138  -0.841
C  0.072  -5.222  -2.918
C  1.711  -4.538  -1.241
C  -1.936  -1.066  -1.934
H  -2.196  -4.262  -2.901
H  -3.278  -3.005  -2.463
H  -2.619  -3.046  -4.102
H  0.126  -0.787  -3.475
H  -1.120  -1.338  -4.574
H  0.095  -3.380  -5.040
H  1.209  -2.036  -5.166
H  2.206  -3.927  -3.896
H  2.149  -2.442  -2.969
H  -0.543  -5.754  -2.184
H  0.844  -5.923  -3.261
H  -0.538  -5.016  -3.799
H  2.355  -3.774  -0.793
H  2.382  -5.274  -1.701
H  1.171  -5.049  -0.434
H  -2.464  -1.364  -1.019
H  -2.682  -0.650  -2.624
H  -1.256  -0.244  -1.681

- LUMO energy (spin up / spin down) (eV) = -7.5 / -7.5
- Kohn-Sham gap (spin up / spin down) (Ha) = 0.128 / 0.139
- calculated total energy (Eh) = -1296.8467
- total charge = +1
- E_HOMO (spin up / spin down) (eV) = -11.01 / -11.31
- 2S+1 = 2